{"formula": "C3H5N2O2", "method": "ωB97M-V/def2-TZVPD", "elements": ["O", "C", "C", "N", "C", "N", "O", "H", "H", "H", "H", "H"], "xyz": [[-2.45, 1.42, -2.09], [-1.56, 0.87, -1.63], [-0.57, 0.16, -1.14], [0.60, 0.68, -0.55], [1.18, 0.20, 0.51], [0.69, -0.73, 1.31], [-0.53, -1.33, 1.07], [-0.71, -0.91, -1.12], [1.02, 1.48, -1.01], [2.15, 0.59, 0.80], [1.28, -1.19, 2.00], [-1.10, -1.24, 1.85]], "multiplicity": 1, "charge": 1, "homo_lumo_gap_ev": 9.42, "homo_ev": -13.3318, "fmax_ev_per_a": 1.1, "e_tot_ha": -376.95222, "relative_energy_kcal_mol": 52.67}

***

{"formula": "CHF2O2S", "method": "ωB97M-V/def2-TZVPD", "elements": ["C", "O", "O", "F", "F", "S", "H"], "xyz": [[0.42, -0.07, 0.46], [-2.65, -1.47, 1.98], [-0.95, -3.23, 1.93], [1.58, -0.82, 0.19], [0.91, 0.89, 1.41], [-1.25, -1.85, 2.18], [0.25, 0.35, -0.50]], "multiplicity": 1, "charge": -1, "homo_lumo_gap_ev": [6.61, 6.61], "homo_ev": [-2.6968, -2.6977], "fmax_ev_per_a": 2.6, "e_tot_ha": -787.08147, "relative_energy_kcal_mol": 29.74}